Record 1
C4H9NO2 | the ωB97M-V functional and the def2-TZVPD basis

Values from the calculation:
SMILES: C[C@@H](O)/C=C(\N)O
Highest occupied orbital energy, eV: -7.652

Last column: Löwdin charge in e.
Cartesian coordinates (Å):
C -2.12424 0.04458 -0.50051  -0.0633
C -0.63468 0.34934 -0.41132  -0.4711
O -0.39390 1.60519 0.25515  -0.0655
C 0.09421 -0.71071 0.30620  -0.0972
C 1.45874 -0.65305 0.43000  -0.4651
N 2.22927 0.44594 0.39613  0.1918
O 2.05927 -1.85118 0.56434  0.0641
H -2.54471 -0.03255 0.50810  0.0833
H -2.29488 -0.90495 -1.02209  0.0826
H -2.65588 0.83513 -1.04308  0.0738
H -0.22665 0.41854 -1.43664  0.1374
H -0.79521 2.29628 -0.28378  0.0858
H -0.40303 -1.24393 1.11507  0.1147
H 3.23494 0.41150 0.37456  0.1147
H 1.73494 1.32395 0.50200  0.1021
H 1.26184 -2.33408 0.24589  0.1115

Record 2
C3H7N4S | the ωB97M-V functional and the def2-TZVPD basis

Values from the calculation:
Charge: +1
Highest occupied orbital energy (spin up / spin down), eV: -11.765 / -13.308

Last column: Löwdin charge in e.
Cartesian coordinates (Å):
C 0.24865 2.06997 -0.63426  -0.1784
C 0.05766 -1.39887 0.66944  -0.2604
C -0.84919 1.15611 -1.09976  -0.3484
N 0.07323 2.39560 0.59657  -0.2303
N -1.48469 0.67201 -0.01132  -0.3197
N 0.01743 -2.53860 0.15467  0.1201
N 1.14152 -0.74264 1.10942  0.0685
S -1.20468 1.57131 1.24818  1.0538
H 0.94727 2.30224 -1.39206  0.1155
H -1.64804 1.82434 -1.59471  0.1830
H -0.51250 0.40976 -1.94552  0.1737
H -0.86539 -2.92573 -0.22622  0.1418
H 0.81629 -3.29314 0.08027  0.1898
H 1.19000 -0.27385 2.09611  0.1595
H 2.07242 -1.22851 0.94920  0.1314

Record 3
C5H15NO | the ωB97M-V functional and the def2-TZVPD basis

Values from the calculation:
Multiplicity: 2
Charge: +1
Highest occupied orbital energy (spin up / spin down), eV: -13.429 / -13.429

Last column: Löwdin charge in e.
Cartesian coordinates (Å):
C 0.46465 1.45571 -0.07607  0.0017
C 0.24774 0.22599 -0.99210  -0.3396
C -0.88777 -0.71857 -0.52603  -0.3763
C -0.51209 -2.16446 -0.68697  -0.0507
C -2.22796 -0.25940 -1.12477  -0.0610
N 0.28264 0.46741 -2.39930  0.3297
H 1.38196 1.42079 0.51873  0.1024
H 0.79312 2.36057 -0.61830  0.0943
H -0.42601 1.72811 0.47516  0.0996
H 1.27515 -0.18823 -0.85809  0.1969
H -1.02673 -0.39785 0.52216  0.1439
H -0.76388 -2.81431 0.18209  0.1031
H 0.49586 -2.51316 -0.84179  0.0813
H -1.23112 -2.57624 -1.42460  0.0950
H -2.40588 0.82030 -1.10449  0.0967
H -2.40957 -0.62471 -2.13225  0.0781
H -3.06402 -0.71965 -0.59570  0.1010
H -0.60821 0.19848 -2.83020  0.1424
H 0.59145 1.40116 -2.68064  0.1617
H 3.42929 0.18053 5.93504  0.0326
H 3.58870 1.74966 5.69161  0.0480
O 3.01268 0.96788 5.56651  -0.0806

What did the first record say?
C4H9NO2 | the ωB97M-V functional and the def2-TZVPD basis

Values from the calculation:
SMILES: C[C@@H](O)/C=C(\N)O
Highest occupied orbital energy, eV: -7.652

Last column: Löwdin charge in e.
Cartesian coordinates (Å):
C -2.12424 0.04458 -0.50051  -0.0633
C -0.63468 0.34934 -0.41132  -0.4711
O -0.39390 1.60519 0.25515  -0.0655
C 0.09421 -0.71071 0.30620  -0.0972
C 1.45874 -0.65305 0.43000  -0.4651
N 2.22927 0.44594 0.39613  0.1918
O 2.05927 -1.85118 0.56434  0.0641
H -2.54471 -0.03255 0.50810  0.0833
H -2.29488 -0.90495 -1.02209  0.0826
H -2.65588 0.83513 -1.04308  0.0738
H -0.22665 0.41854 -1.43664  0.1374
H -0.79521 2.29628 -0.28378  0.0858
H -0.40303 -1.24393 1.11507  0.1147
H 3.23494 0.41150 0.37456  0.1147
H 1.73494 1.32395 0.50200  0.1021
H 1.26184 -2.33408 0.24589  0.1115